(1)
A cluster of 2 separate species, C10H16O in total. Source: the Open Molecules 2025 dataset; level of theory: wB97M-V/def2-TZVPD.

The geometry in XYZ format:
```
27
Properties=species:S:1:pos:R:3:forces:R:3
C 2.512594 0.762520 0.220027 -1.33 0.78 -0.05
C 3.076126 1.335659 1.493544 1.64 -1.44 0.96
C 1.408360 -0.214296 0.521779 -0.42 -0.86 -1.08
C 1.627424 -1.571879 0.397447 0.65 -0.53 0.88
C 0.078349 0.204352 0.616540 1.57 0.41 0.59
C 0.628401 -2.557344 0.317483 -0.71 2.04 -0.74
C -0.948198 -0.692731 0.534645 -0.41 -0.25 -0.09
C -0.692664 -2.085870 0.343177 -0.26 1.37 1.01
O -1.798461 -2.894218 0.400340 0.97 -0.80 -0.65
H 2.027056 1.567049 -0.381696 0.35 -0.29 0.44
H 3.195192 0.309717 -0.484569 0.62 -0.15 0.22
H 3.825692 2.097305 1.332162 -0.46 0.98 -0.03
H 2.651863 -1.901157 0.575900 0.03 -0.12 -0.86
H 0.009299 1.265123 0.900680 -0.84 -0.32 -0.62
H 0.913237 -3.497501 -0.106302 -0.11 -0.87 0.56
H -1.925603 -0.195653 0.539678 0.09 -1.37 0.31
H -1.423456 -3.791757 0.322417 -0.69 0.27 0.07
H 3.749239 0.592665 2.012300 -0.94 0.13 -0.40
H 2.265214 1.534926 2.209525 0.46 0.55 -0.30
C -2.355048 0.918387 -2.121211 -0.76 0.44 -0.11
C -3.019056 1.449606 -0.816785 3.08 0.32 0.03
H -2.807168 -0.055880 -2.349568 -0.03 0.62 -0.90
H -2.476038 1.802238 -2.758141 -0.43 -1.07 -1.11
H -1.264442 0.762930 -2.162138 -0.34 0.01 0.96
H -2.110295 1.380650 -0.181422 -1.44 0.50 0.72
H -3.245298 2.496146 -0.935932 -0.11 0.40 0.04
H -3.902318 0.979015 -0.439881 -0.18 -0.76 0.15
```
Forces are in eV/Å.

As for the energy above the lowest of the compared OMol25 structures with the same formula, charge and spin: 2.4579 eV. The value obtained for the HOMO-LUMO gap is 9.15 eV.

These are the Mulliken partial charges, in e, on atoms 1 to 5: -0.9039, -1.0641, 0.3880, -0.3113, -0.2020

***

(2)
An isolated molecule of C4H9N3S. Source: the Open Molecules 2025 dataset; level of theory: wB97M-V/def2-TZVPD.

The geometry in XYZ format:
```
17
Properties=species:S:1:pos:R:3:forces:R:3
C -0.439595 0.759432 0.800021 1.03 0.30 -0.03
C -0.598492 -0.659728 0.315949 0.11 1.00 -0.52
C 1.860406 -0.993564 -0.047462 -0.05 0.77 -0.22
C 2.340483 0.246866 -0.219244 -1.46 0.83 0.24
H -0.279328 1.373408 -1.200379 0.13 -0.10 0.24
H -1.445677 2.105974 -0.368329 -0.21 0.07 -0.01
H 0.478566 0.871414 1.403139 -0.22 -0.09 -0.49
H -1.205029 0.962689 1.514115 -0.88 0.17 0.34
H 0.364773 -2.363041 -0.182503 -0.17 -0.28 -0.01
H 2.542731 -1.824038 -0.078249 0.17 -0.24 -0.28
H 1.734403 1.193616 -0.099110 0.86 -1.38 -0.47
H 3.344612 0.376348 -0.557434 0.59 -0.07 0.28
H -3.833100 -0.941090 -1.024920 0.30 -0.37 -0.08
N -0.500263 1.767798 -0.290390 0.09 -0.35 0.43
N 0.546386 -1.434490 0.145504 -0.12 0.44 0.64
N -1.700809 -1.133689 -0.081833 -1.04 -1.10 -0.75
S -3.210070 -0.307898 -0.028875 0.89 0.41 0.67
```
Forces are in eV/Å.

As for the energy above the lowest of the compared OMol25 structures with the same formula, charge and spin: 1.7551 eV. The value obtained for the HOMO-LUMO gap is 8.87 eV.

These are the Mulliken partial charges, in e, on atoms 1 to 5: -1.4144, 0.9772, -0.0044, -0.8324, 0.2637

***

(3)
A cluster of 6 separate species, CH12O6 in total. Source: the Open Molecules 2025 dataset; level of theory: wB97M-V/def2-TZVPD.

The geometry in XYZ format:
```
19
Properties=species:S:1:pos:R:3:forces:R:3
O 0.275164 1.846837 -0.060081 -0.11 -0.49 -0.24
C -0.499411 2.362857 0.857201 0.08 0.13 -0.33
H -0.926897 3.358410 0.696738 -0.13 0.14 0.06
H -0.501517 1.997329 1.886392 0.07 -0.13 0.16
H -0.876918 0.803941 -1.300365 -0.14 0.29 0.94
H -1.611378 -0.438804 -0.736210 0.04 0.25 0.38
O -1.384026 0.005967 -1.555031 0.25 -0.12 -0.86
H 2.444286 -0.737918 0.428669 -0.85 1.13 0.00
H 2.397840 -0.542492 -1.370672 -1.76 0.41 0.76
O 2.674224 -0.770624 -0.479049 3.00 -1.76 -0.58
H 0.965088 -0.968329 0.894436 -0.47 -0.11 0.00
H 1.166707 -2.075060 2.002108 0.24 -0.06 -0.34
O 0.632959 -1.328691 1.727889 -0.44 0.13 0.37
H 0.380967 0.010237 -2.267854 -0.03 0.84 1.04
H 1.908142 0.814439 -2.363298 -1.28 0.85 0.89
O 1.250219 0.183272 -2.643506 1.39 -1.53 -2.16
H -3.402456 -1.860293 1.109095 0.10 -0.10 0.03
H -2.049630 -1.526560 1.775676 0.19 0.04 -0.06
O -2.843371 -1.134518 1.397853 -0.15 0.08 -0.07
```
Forces are in eV/Å.

The spin multiplicity is 2. The total charge is -1. Its expectation value of S² is 0.754. As for the energy above the lowest of the compared OMol25 structures with the same formula, charge and spin: 0.8021 eV. The value obtained for the HOMO-LUMO gap (spin up / spin down) is 3.49 / 6.54 eV.

These are the Mulliken partial charges, in e, on atoms 1 to 5: -0.7515, -0.6506, 0.2570, 0.2020, 0.3687

***

(4)
An isolated molecule of C3H5NO2. Source: the Open Molecules 2025 dataset; level of theory: wB97M-V/def2-TZVPD.

The geometry in XYZ format:
```
11
Properties=species:S:1:pos:R:3:forces:R:3
N 1.541825 0.541957 0.564943 0.50 -0.26 -0.66
C 1.281346 0.018568 -0.553457 -0.07 0.38 0.40
O 0.431340 -1.049874 -0.671202 -1.55 0.15 0.31
C -0.932540 -0.981956 0.093643 1.42 -0.36 -0.58
C -1.134031 0.473865 0.348175 0.29 0.52 0.39
O -0.598572 1.015201 1.280748 -1.79 0.20 0.17
H 1.935944 1.477827 0.463632 0.61 -0.44 -0.08
H 1.633699 0.412023 -1.522323 -0.28 -0.40 0.14
H -0.833872 -1.561656 1.011102 0.16 0.16 -0.09
H -1.732473 -1.402521 -0.542593 0.85 0.07 -0.06
H -1.592663 1.056564 -0.472671 -0.14 -0.01 0.06
```
Forces are in eV/Å.

As for the energy above the lowest of the compared OMol25 structures with the same formula, charge and spin: 3.1230 eV. The value obtained for the HOMO-LUMO gap is 9.86 eV.

These are the Mulliken partial charges, in e, on atoms 1 to 5: -0.5461, 0.0840, -0.3718, -0.2189, 0.0268

***

Largest force on an atom: 0.060 0.033 0.069 0.035 (Eh/bohr)